[1]
Entry from the OMol25 dataset: a 8-piece molecular cluster, C25H54BCl14FNO2Si overall (the ωB97M-V functional and the def2-TZVPD basis).

Geometry (Å):
Cl (6.564, 4.888, -0.950)
Cl (-4.374, -4.959, 1.153)
Cl (-6.553, -2.112, 4.270)
Cl (-12.353, 0.716, 5.416)
Cl (-1.154, -3.497, -0.890)
Cl (-9.052, -5.384, 6.247)
Cl (-3.937, -1.586, 1.293)
Cl (-3.482, -2.128, 5.717)
Cl (1.790, -3.357, 0.854)
Cl (6.271, 2.177, 1.136)
Cl (-6.043, -5.524, 7.779)
Cl (-9.465, -1.073, 5.669)
Cl (7.964, 1.373, -6.791)
Cl (7.866, 3.588, -4.222)
Si (1.844, 0.882, -0.798)
F (3.011, 3.236, 0.193)
O (3.113, 1.247, -6.931)
O (4.059, -0.505, -5.917)
N (1.884, 4.690, -2.827)
C (3.075, 0.087, -6.639)
C (6.972, 4.802, 0.780)
C (0.411, 1.168, 0.466)
C (7.446, 3.077, -6.863)
C (4.678, -0.215, -3.563)
C (5.073, 1.227, -3.863)
C (-7.621, -5.233, 8.558)
C (-0.947, -3.132, 0.847)
C (4.058, 2.690, -2.009)
C (-5.644, -3.718, 1.327)
C (-10.752, 1.166, 4.771)
C (3.676, -0.796, -4.544)
C (-9.964, -0.033, 4.314)
C (1.497, 3.705, -1.789)
C (3.977, 2.238, -3.486)
C (3.060, -0.320, 0.068)
C (1.026, -0.003, -2.293)
C (7.506, 3.452, 1.191)
C (-5.046, -1.891, 6.535)
C (-5.316, -2.456, 0.574)
C (8.239, 3.949, -5.921)
C (1.968, -0.831, -7.083)
C (-8.728, -6.002, 7.887)
C (-6.142, -2.704, 5.900)
C (0.324, -2.379, 1.127)
B (2.665, 2.705, -1.160)
H (-8.485, -7.059, 7.807)
H (7.600, 3.412, -7.888)
H (0.610, 0.703, 1.433)
H (5.317, 1.315, -4.924)
H (-4.919, -2.208, 7.570)
H (5.573, -0.846, -3.600)
H (-7.817, -4.163, 8.527)
H (6.077, 5.063, 1.340)
H (0.637, 3.134, -2.162)
H (-1.806, -2.524, 1.132)
H (-5.277, -0.829, 6.517)
H (4.095, 0.005, -0.055)
H (3.641, -1.883, -4.447)
H (4.277, -0.271, -2.547)
H (7.983, 4.994, -6.089)
H (-10.224, 1.713, 5.547)
H (9.309, 3.821, -6.070)
H (-10.537, -0.645, 3.621)
H (-5.864, -3.746, 5.810)
H (-9.052, 0.298, 3.818)
H (-5.071, -2.657, -0.466)
H (4.441, 3.713, -1.991)
H (7.737, 5.556, 0.963)
H (-5.772, -3.513, 2.388)
H (2.947, -1.366, -0.216)
H (4.151, 3.117, -4.115)
H (1.957, 4.258, -3.735)
H (1.107, 4.282, -0.941)
H (1.002, 0.606, -3.197)
H (6.383, 3.112, -6.635)
H (1.093, -0.238, -7.325)
H (-7.525, -5.541, 9.598)
H (0.300, 2.245, 0.598)
H (1.504, -0.967, -2.489)
H (-6.171, -1.781, 0.611)
H (2.768, 5.115, -2.587)
H (4.790, 2.080, -1.469)
H (7.859, 3.510, 2.220)
H (-10.925, 1.831, 3.927)
H (-0.014, -0.245, -2.050)
H (-0.983, -4.075, 1.387)
H (8.332, 3.149, 0.552)
H (0.338, -2.070, 2.171)
H (2.986, 1.862, -3.759)
H (1.745, -1.564, -6.310)
H (-9.647, -5.893, 8.460)
H (-0.553, 0.808, 0.088)
H (2.858, -0.268, 1.143)
H (-6.565, -4.147, 0.933)
H (0.410, -1.492, 0.503)
H (2.683, -0.393, -4.348)
H (5.989, 1.475, -3.326)
H (2.315, -1.383, -7.958)
H (-7.052, -2.634, 6.496)

Cartesian forces, eV/Å:
Cl 0.2 0.0 0.1
Cl 0.0 0.0 0.0
Cl 0.1 0.1 0.0
Cl 0.0 0.0 0.0
Cl 0.0 0.0 0.0
Cl 0.0 0.0 0.0
Cl -0.3 0.2 0.0
Cl 0.0 0.0 0.0
Cl -0.1 -0.4 0.1
Cl 0.0 0.0 0.0
Cl 0.0 -0.1 0.1
Cl -0.2 0.0 0.2
Cl 0.0 0.0 0.0
Cl 0.1 0.1 0.1
Si 0.1 0.3 0.2
F 0.0 -0.1 0.0
O 0.2 0.2 -0.2
O 0.1 0.0 0.2
N -0.6 0.4 0.0
C -0.1 0.0 0.1
C 0.0 0.2 0.0
C -0.1 -0.1 -0.4
C 0.0 0.1 -0.1
C 0.6 0.0 -0.3
C -0.4 0.1 -0.2
C 0.0 0.0 0.1
C 0.0 0.0 0.1
C -0.7 -0.2 -0.1
C -0.1 0.0 0.0
C 0.0 0.1 0.0
C -0.1 -0.1 0.1
C 0.1 0.0 -0.1
C 0.4 -0.3 0.2
C 0.8 0.3 0.1
C -0.3 0.1 0.1
C -0.2 -0.3 0.4
C 0.0 -0.1 0.0
C 0.0 0.0 0.1
C 0.0 0.0 -0.1
C 0.0 0.0 0.0
C 0.1 -0.1 0.2
C -0.1 0.0 0.0
C -0.1 0.1 0.0
C 0.0 0.2 -0.1
B 0.1 0.4 -0.1
H 0.0 0.0 0.0
H 0.0 0.0 0.0
H 0.0 0.1 0.1
H 0.0 -0.1 0.0
H 0.0 0.0 0.0
H 0.0 0.0 0.1
H 0.0 0.0 0.0
H 0.0 -0.1 0.0
H -0.1 0.1 -0.2
H 0.3 -0.2 0.0
H 0.0 0.0 0.0
H 0.0 -0.1 -0.2
H -0.1 0.0 0.1
H -0.1 -0.2 0.0
H 0.0 0.0 0.0
H 0.0 0.0 0.0
H 0.0 0.0 0.0
H 0.0 0.0 0.0
H 0.0 0.0 -0.1
H 0.0 0.0 0.0
H 0.1 0.0 0.0
H 0.1 0.0 0.0
H 0.0 0.0 0.0
H 0.1 -0.1 -0.2
H 0.2 0.1 -0.1
H -0.2 0.0 -0.1
H 0.3 -0.1 0.0
H -0.1 0.0 0.0
H 0.1 0.0 -0.1
H 0.0 -0.1 0.1
H -0.1 -0.1 -0.1
H 0.0 0.0 0.0
H 0.1 0.0 0.2
H 0.1 0.1 -0.2
H 0.0 0.0 0.0
H 0.2 -0.2 -0.1
H 0.1 0.0 0.0
H 0.0 0.0 0.0
H 0.0 0.0 0.0
H 0.0 0.0 0.0
H 0.0 0.0 0.0
H 0.0 0.0 0.0
H 0.0 0.0 0.0
H 0.0 -0.1 0.0
H -0.1 0.0 0.0
H 0.0 0.0 0.0
H 0.0 -0.1 0.1
H 0.0 0.0 0.0
H 0.0 0.0 0.0
H 0.0 0.0 0.0
H 0.0 0.0 -0.1
H 0.0 0.0 0.1
H 0.0 0.0 -0.1
H 0.0 0.0 0.0

## Properties
Total charge ... -1
Orbital gap ... 4.797 eV
LUMO ... 0.0500 Ha
Multiplicity ... 1

[2]
Entry from the OMol25 dataset: C25H54Br3Cl4FN3NaO12P2SV as an isolated structure in a non-equilibrium geometry (the ωB97M-V functional and the def2-TZVPD basis).

Geometry (Å):
Br (5.143, 7.732, -5.784)
Br (6.984, 5.445, -7.041)
Br (8.016, 7.125, -4.531)
V (4.073, -1.500, -4.507)
Cl (0.861, -3.545, 5.174)
Cl (-3.172, -1.274, 5.365)
Cl (-0.494, -6.071, 5.652)
Cl (-0.448, -4.927, 2.984)
S (3.050, 3.981, -2.230)
P (-6.576, -5.758, -1.203)
P (-3.124, -3.452, 1.058)
Na (0.053, 4.462, 1.697)
F (-4.483, -0.925, -1.412)
O (8.279, 1.534, -1.604)
O (5.555, -2.198, -4.970)
O (-7.114, -6.983, -1.932)
O (2.823, 4.021, -0.821)
O (3.294, 2.480, -2.673)
O (4.034, 4.797, -2.847)
O (-7.448, -5.472, 0.025)
O (1.647, 4.212, -2.970)
O (-3.078, 5.218, -0.246)
O (-5.151, -6.063, -0.754)
O (-6.563, -4.562, -2.158)
O (2.582, -0.758, -4.042)
N (-2.069, -3.267, -0.389)
N (-2.658, 3.161, 4.719)
N (6.851, 1.610, -4.091)
C (-4.054, -4.137, 6.235)
C (0.678, 0.516, 0.450)
C (6.482, 6.387, -5.438)
C (-4.734, -1.318, -0.077)
C (-4.286, -3.837, 2.541)
C (2.113, 1.946, -3.318)
C (0.441, -5.123, 4.494)
C (-3.581, -4.507, 3.742)
C (8.378, 2.672, -2.441)
C (-0.596, 0.783, 0.925)
C (9.429, 0.709, -1.580)
C (1.448, 3.152, -3.934)
C (0.283, -1.814, 1.027)
C (-4.569, -4.838, 4.909)
C (-4.606, -2.856, 0.052)
C (-5.109, -2.564, 2.961)
C (-4.111, 4.222, -0.298)
C (-1.003, -1.518, 1.494)
C (-2.022, -2.424, 2.139)
C (1.107, -0.825, 0.492)
C (-1.413, -0.210, 1.416)
C (-5.205, 4.634, -1.261)
C (8.070, 2.403, -3.924)
C (-1.244, 2.146, 1.015)
C (9.210, 1.716, -4.668)
H (6.036, 5.661, -4.768)
H (-5.046, -4.558, 2.181)
H (-2.745, 3.822, 3.936)
H (-2.324, -2.474, -0.975)
H (0.390, 2.993, -4.120)
H (-0.559, 2.936, 0.605)
H (10.168, 2.196, -4.449)
H (-4.660, -1.626, 2.596)
H (6.945, 0.783, -3.506)
H (-5.566, -3.288, 0.371)
H (-3.486, 6.040, 0.046)
H (-5.196, -2.463, 4.048)
H (-4.518, 4.080, 0.711)
H (2.390, 1.188, -4.054)
H (1.483, 1.488, -2.555)
H (9.379, -0.043, -2.370)
H (-2.096, 3.581, 5.463)
H (-5.987, 3.876, -1.310)
H (-2.204, 2.294, 4.393)
H (-3.591, 2.935, 5.084)
H (-2.399, 0.081, 1.801)
H (-4.461, -3.238, -0.969)
H (9.047, 1.776, -5.744)
H (-5.796, -1.069, 0.085)
H (7.913, 3.376, -4.403)
H (-6.128, -2.671, 2.546)
H (-5.572, -4.434, 4.721)
H (-2.974, -4.353, 6.323)
H (-4.599, -4.509, 7.120)
H (-2.787, -3.902, 4.199)
H (7.628, 3.374, -2.065)
H (-2.218, 2.175, 0.519)
H (1.326, 1.310, 0.068)
H (-4.124, -0.740, 0.630)
H (-3.105, -5.426, 3.350)
H (-3.653, 3.289, -0.619)
H (-2.175, -4.090, -0.980)
H (6.071, 2.112, -3.673)
H (1.939, 3.448, -4.864)
H (-1.434, -3.140, 2.768)
H (-4.100, -2.993, 6.196)
H (9.355, 3.161, -2.316)
H (-4.535, -5.926, 5.064)
H (-4.795, 4.782, -2.260)
H (-2.589, -1.781, 2.832)
H (2.092, -1.094, 0.109)
H (1.359, -5.657, 4.282)
H (0.641, -2.845, 1.072)
H (-1.322, 2.362, 2.115)
H (9.291, 0.658, -4.417)
H (9.442, 0.184, -0.625)
H (-5.654, 5.582, -0.953)
H (10.351, 1.292, -1.671)
H (-2.822, -4.855, 1.005)

Cartesian forces, eV/Å:
Br 0.1 -0.1 0.0
Br 0.0 0.1 0.1
Br -0.1 0.0 -0.1
V 0.7 -0.5 -0.3
Cl 0.0 0.0 0.0
Cl 0.6 1.8 -0.2
Cl 0.0 0.0 0.0
Cl 1.0 -1.1 0.2
S -0.4 -1.1 -1.0
P -0.2 0.3 0.1
P -1.3 -1.1 -0.2
Na 0.4 0.1 -0.4
F 0.4 0.3 0.6
O 0.3 0.2 0.0
O -0.7 0.4 0.3
O 0.3 0.0 -0.4
O -0.1 0.5 0.4
O 0.1 0.8 0.1
O 0.3 0.3 0.4
O 0.6 0.4 -0.2
O 0.1 0.1 0.6
O 0.4 -0.2 0.4
O -0.1 -0.3 0.4
O -0.5 -0.3 0.2
O 0.2 0.2 -0.1
N 0.5 -0.1 0.0
N 0.0 0.1 -0.2
N -0.1 0.3 0.3
C -0.2 0.3 -0.6
C 0.0 -0.3 0.1
C 0.0 -0.1 0.0
C -1.2 -0.8 -0.2
C -0.2 0.7 0.8
C -0.7 -0.1 -0.2
C -0.1 0.0 -0.1
C -0.6 -0.1 0.0
C -0.2 0.3 0.0
C -0.2 0.7 -0.2
C -0.2 -0.2 0.1
C 0.4 -0.2 -0.5
C 0.2 -0.3 -0.1
C 1.3 0.8 0.9
C 0.0 0.4 -0.3
C -0.1 -0.6 -0.3
C -0.3 0.3 -0.1
C -0.6 0.0 0.1
C 1.2 0.1 0.3
C -0.1 0.2 0.2
C -0.2 0.3 0.2
C 0.0 0.0 0.0
C 0.1 -0.4 0.1
C 1.4 0.7 0.3
C 0.2 0.1 -0.1
H 0.0 0.1 0.0
H 0.5 0.1 -0.1
H -0.1 -0.3 0.3
H 0.2 0.0 0.1
H 0.0 0.2 0.2
H -0.7 -0.8 -0.5
H 0.0 0.0 0.0
H -0.2 -0.2 0.2
H 0.0 -0.1 -0.2
H 0.5 0.2 0.2
H 0.0 0.0 -0.2
H 0.1 0.0 -0.3
H -0.1 -0.1 0.0
H 0.2 -0.4 0.3
H 0.1 -0.1 0.0
H 0.2 0.0 0.0
H -0.1 -0.1 0.0
H 0.0 0.0 0.0
H -0.2 -0.4 0.2
H 0.1 -0.3 0.0
H 0.3 -0.3 -0.1
H -0.1 0.1 0.4
H -0.1 0.0 0.0
H 0.4 0.1 0.1
H 0.0 0.1 0.1
H 0.4 0.3 0.1
H 0.1 -0.6 -0.2
H -0.4 -0.1 0.3
H 0.2 0.1 -0.2
H -0.2 0.1 -0.4
H 0.0 -0.1 0.0
H 0.2 0.3 0.3
H -0.2 -0.3 0.0
H 0.1 0.0 -0.5
H -0.2 0.2 0.3
H 0.1 0.1 0.0
H -0.1 0.1 0.1
H 0.0 0.0 -0.1
H 0.0 0.0 0.0
H -1.3 1.0 -0.7
H -0.3 -2.0 0.0
H 0.1 -0.1 0.0
H -0.6 0.3 0.0
H 0.0 -0.1 0.0
H 0.0 -0.7 -0.1
H -0.3 0.1 0.1
H 0.0 0.0 0.0
H -0.1 0.3 -0.1
H -0.4 0.1 -0.4
H -0.1 0.0 0.0
H 0.0 0.1 0.0
H -0.1 -0.1 0.1
H 0.0 0.0 -0.1
H 0.1 0.3 0.0

## Properties
Total charge ... -1
Orbital gap ... 1.302 eV
LUMO ... -0.0973 Ha
Multiplicity ... 1